No. 1
Below is a molecular structure, C50H38BrIMoO3S8, with properties calculated with wB97M-V/def2-TZVPD.

Atoms and positions in Å:
Mo -0.3515 0.1297 -0.4708
C -0.1559 7.1570 2.6793
C -0.3453 5.7053 2.4003
C -0.0453 4.7447 3.3634
C -0.2463 3.4014 3.1066
C -0.7428 3.0157 1.8717
C -1.0190 3.9493 0.8841
C -0.8216 5.2888 1.1571
S -1.0602 1.2706 1.5772
O -0.1504 0.5525 2.4725
C -2.6938 1.2093 2.3913
C -3.5002 2.3241 2.1090
C -4.4941 2.7200 2.9610
C -4.5100 2.1869 4.2683
C -5.2267 2.8034 5.3143
C -5.0998 2.3574 6.6010
C -4.2225 1.3020 6.8865
C -3.5589 0.6472 5.8840
C -3.7273 1.0318 4.5378
C -3.0237 0.3672 3.4658
C -2.7428 -1.0549 3.5903
C -3.4726 -1.9013 4.5123
C -4.7939 -1.6259 4.9225
C -5.4820 -2.4938 5.7298
C -4.8765 -3.6621 6.2108
C -3.6161 -3.9891 5.7934
C -2.9167 -3.1570 4.8948
C -1.7203 -3.6122 4.2961
C -1.2658 -2.9758 3.1755
C -1.8295 -1.7528 2.8068
S -1.5971 -1.3629 1.0796
O -0.2511 -1.8368 0.6851
C -2.7672 -2.5363 0.4009
C -2.3623 -3.4410 -0.5686
C -3.3034 -4.2709 -1.1461
C -4.6491 -4.1841 -0.7866
C -5.6653 -5.0533 -1.4419
C -5.0282 -3.2612 0.1868
C -4.0977 -2.4299 0.7789
H -0.0606 7.3474 3.7444
H -0.9851 7.7351 2.2783
H 0.7503 7.5155 2.1929
H 0.3292 5.0535 4.3271
H -0.0332 2.6480 3.8490
H -1.3957 3.6281 -0.0797
H -1.0545 6.0304 0.4079
H -3.3301 2.8600 1.1878
H -5.1824 3.5050 2.6924
H -5.8400 3.6630 5.0884
H -5.6413 2.8331 7.4040
H -4.0532 1.0117 7.9101
H -2.8562 -0.1351 6.1265
H -5.3024 -0.7568 4.5381
H -6.5084 -2.2851 5.9859
H -5.4186 -4.3162 6.8742
H -3.1468 -4.9138 6.0959
H -1.2587 -4.5240 4.6428
H -0.4868 -3.3832 2.5492
H -1.3175 -3.4923 -0.8549
H -2.9937 -4.9927 -1.8893
H -5.4332 -6.1033 -1.2740
H -5.6678 -4.8856 -2.5177
H -6.6587 -4.8494 -1.0553
H -6.0638 -3.1886 0.4796
H -4.3959 -1.7046 1.5222
S -3.1853 2.5964 -6.7008
C -2.6055 2.0774 -5.2599
S -3.4419 0.9238 -4.2439
C -2.2671 0.9376 -2.9510
C -1.1795 1.7474 -3.1158
S -0.0218 1.9923 -1.8440
S -1.0902 2.6524 -4.6002
S -2.5268 0.0271 -1.5144
Br 1.9621 0.8747 -4.4708
C 3.3216 -0.1421 -3.6512
C 4.6449 0.1242 -3.9726
C 5.6592 -0.6262 -3.4057
C 5.3548 -1.6414 -2.5119
C 4.0357 -1.9134 -2.1866
C 3.0209 -1.1574 -2.7527
I 0.9650 -1.6523 -2.3146
H 4.8652 0.9022 -4.6876
H 6.6821 -0.4213 -3.6812
H 6.1385 -2.2400 -2.0755
H 3.8007 -2.7237 -1.5149
C 3.0313 0.6849 2.4097
S 2.1249 1.5229 1.0820
O 1.6470 0.3536 0.2250
C 3.4821 2.0874 0.0396
C 3.2785 3.2786 -0.6416
C 4.2200 3.7049 -1.5646
C 5.3556 2.9433 -1.7942
C 5.5461 1.7512 -1.1111
C 4.6080 1.3149 -0.1908
H 3.4170 -0.2471 2.0120
H 2.3115 0.4829 3.1960
H 3.8287 1.3163 2.7832
H 2.3844 3.8511 -0.4434
H 4.0754 4.6281 -2.1039
H 6.0909 3.2780 -2.5108
H 6.4296 1.1575 -1.2893
H 4.7507 0.3837 0.3338

Results
- HOMO (alpha / beta) (eV) = -12.15 / -12.15
- E_tot (Eh) = -8278.6557
- charge = +2
- strongest force on any atom (eV/A) = 2.109

No. 2
Below is 2 unconnected molecules or ions with the total composition C3H10N2O2, with properties calculated with wB97M-V/def2-TZVPD.

Atoms and positions in Å:
C 1.2454 0.3670 0.6954
N -0.3097 0.2951 0.6746
C -1.0428 -0.0292 -0.4347
N -0.4497 -0.4861 -1.6437
O -2.1906 0.2639 -0.5356
C 1.8064 1.7758 0.3495
H 1.8577 -0.3683 0.0492
H 1.5628 0.2102 1.7122
H -0.6191 -0.4098 1.4462
H -1.0699 -0.0878 -2.3678
H 0.5822 -0.6540 -1.5512
H 1.7779 1.8767 -0.7805
H 2.8119 1.7956 0.9707
H 0.9742 2.4728 0.7775
H -1.8396 -2.6021 0.7706
H -2.6875 -1.7813 -0.1631
O -2.4095 -2.6387 0.0307

Results
- HOMO (eV) = -10.19
- E_tot (Eh) = -380.2568
- structure (SMILES) = CCNC(N)=O.O
- charge = 0
- strongest force on any atom (eV/A) = 4.716

Look up the E_tot of the first one. -8278.6557 Eh

Repeat the second record exactly.
Below is 2 unconnected molecules or ions with the total composition C3H10N2O2, with properties calculated with wB97M-V/def2-TZVPD.

Atoms and positions in Å:
C 1.2454 0.3670 0.6954
N -0.3097 0.2951 0.6746
C -1.0428 -0.0292 -0.4347
N -0.4497 -0.4861 -1.6437
O -2.1906 0.2639 -0.5356
C 1.8064 1.7758 0.3495
H 1.8577 -0.3683 0.0492
H 1.5628 0.2102 1.7122
H -0.6191 -0.4098 1.4462
H -1.0699 -0.0878 -2.3678
H 0.5822 -0.6540 -1.5512
H 1.7779 1.8767 -0.7805
H 2.8119 1.7956 0.9707
H 0.9742 2.4728 0.7775
H -1.8396 -2.6021 0.7706
H -2.6875 -1.7813 -0.1631
O -2.4095 -2.6387 0.0307

Results
- HOMO (eV) = -10.19
- E_tot (Eh) = -380.2568
- structure (SMILES) = CCNC(N)=O.O
- charge = 0
- strongest force on any atom (eV/A) = 4.716

Copy entry 2 word for word.
Below is 2 unconnected molecules or ions with the total composition C3H10N2O2, with properties calculated with wB97M-V/def2-TZVPD.

Atoms and positions in Å:
C 1.2454 0.3670 0.6954
N -0.3097 0.2951 0.6746
C -1.0428 -0.0292 -0.4347
N -0.4497 -0.4861 -1.6437
O -2.1906 0.2639 -0.5356
C 1.8064 1.7758 0.3495
H 1.8577 -0.3683 0.0492
H 1.5628 0.2102 1.7122
H -0.6191 -0.4098 1.4462
H -1.0699 -0.0878 -2.3678
H 0.5822 -0.6540 -1.5512
H 1.7779 1.8767 -0.7805
H 2.8119 1.7956 0.9707
H 0.9742 2.4728 0.7775
H -1.8396 -2.6021 0.7706
H -2.6875 -1.7813 -0.1631
O -2.4095 -2.6387 0.0307

Results
- HOMO (eV) = -10.19
- E_tot (Eh) = -380.2568
- structure (SMILES) = CCNC(N)=O.O
- charge = 0
- strongest force on any atom (eV/A) = 4.716